Density functional theory data (ωB97M-V with the def2-TZVPD basis set) for a structure of composition C23H16N4NiO2S2 in a non-equilibrium geometry.

Calculated values
Total charge: 0
Frontier orbital gap (alpha / beta) in eV: 7.224 / 7.018
Total energy in Eh: -3560.261104
Multiplicity: 3
Maximum force in Eh/bohr: 0.029
<S²>: 2.006
HOMO (alpha / beta) in eV: -7.60 / -7.63

Element x y z (Å)
Ni  -0.44883  -0.06166  0.09304
C  -4.93774  5.89192  -0.39830
O  -4.22361  6.53481  -1.44577
C  -2.87171  6.57526  -1.33439
C  -2.17633  7.10272  -2.41444
C  -0.79322  7.13681  -2.39547
C  -0.07544  6.61402  -1.32494
C  -0.78174  6.16252  -0.21525
C  -2.17300  6.14627  -0.21182
N  1.37623  6.71288  -1.43007
N  2.17820  5.90352  -0.89030
C  1.81012  4.57820  -0.44531
C  2.32627  4.16943  0.74869
C  1.96235  2.94992  1.36521
C  1.09914  2.08271  0.75206
O  0.67924  0.93577  1.26722
C  0.68302  2.42434  -0.57218
N  -0.03804  1.45700  -1.21935
C  -0.37013  1.63057  -2.47481
C  -0.00759  2.78044  -3.18843
C  0.69050  3.77165  -2.55614
C  1.04337  3.63521  -1.19168
H  -5.96900  5.82645  -0.72855
H  -4.89330  6.47042  0.52769
H  -4.55208  4.88651  -0.21560
H  -2.74370  7.48382  -3.25809
H  -0.23575  7.54564  -3.23424
H  -0.25050  5.85100  0.67279
H  -2.69959  5.80009  0.67082
H  2.99140  4.86013  1.26014
H  2.36080  2.67205  2.33628
H  -0.91995  0.82550  -2.95123
H  -0.27669  2.86810  -4.23330
H  0.99947  4.64858  -3.10663
S  -2.32392  -1.45216  0.23651
C  -1.02956  -2.48063  -0.25617
N  0.13806  -1.93241  -0.48125
C  1.09796  -2.84801  -0.92584
C  2.41710  -2.56470  -1.27105
C  3.22471  -3.60284  -1.70545
C  2.73210  -4.90938  -1.79366
C  1.42329  -5.19600  -1.45144
C  0.61087  -4.15123  -1.02115
S  -1.06833  -4.18430  -0.54626
H  2.78256  -1.54604  -1.19315
H  4.25262  -3.40148  -1.97976
H  3.38215  -5.70543  -2.13558
H  1.03988  -6.20890  -1.51819